{
  "formula": "C6H12O",
  "method": "ωB97M-V with the def2-TZVPD basis set",
  "elements": ["C", "O", "C", "C", "C", "C", "C", "H", "H", "H", "H", "H", "H", "H", "H", "H", "H", "H", "H"],
  "positions_angstrom": [[-0.51245, -2.36640, -0.05870], [0.50535, -1.42861, -0.29542], [-0.69751, 0.47728, 1.49906], [-0.05723, 1.10451, 0.51700], [1.17168, 1.93990, 0.75006], [0.31169, -0.50631, -1.33764], [-0.43081, 0.79630, -0.91061], [-1.52491, -1.95042, -0.14475], [-0.38752, -2.72926, 0.96704], [-0.42909, -3.22037, -0.74469], [-1.54956, -0.16407, 1.28422], [-0.34773, 0.49332, 2.52605], [1.49889, 1.87591, 1.79322], [0.98666, 2.99580, 0.50525], [2.00181, 1.60354, 0.11205], [-0.20911, -0.97623, -2.18337], [1.32161, -0.23886, -1.67080], [-1.51886, 0.68657, -1.01440], [-0.13291, 1.60741, -1.59357]],
  "forces_ev_per_angstrom": [[-0.200, -0.188, 0.011], [0.220, -0.073, 0.007], [0.026, 0.077, 0.003], [-0.061, -0.131, 0.177], [0.074, 0.034, 0.008], [0.075, 0.181, -0.307], [-0.077, -0.046, 0.010], [0.135, 0.064, -0.049], [-0.006, 0.050, -0.191], [-0.038, 0.089, 0.012], [0.089, 0.166, 0.080], [-0.098, 0.217, -0.038], [-0.070, 0.062, -0.185], [0.027, -0.216, 0.030], [-0.173, 0.042, 0.111], [0.055, 0.068, 0.040], [-0.169, -0.051, 0.016], [0.239, -0.097, 0.120], [-0.049, -0.249, 0.144]],
  "homo_lumo_gap_ev": 10.126,
  "energy_ha": -310.999833,
  "smiles": "C=C(C)CCOC",
  "charge": 0
}

***

{
  "formula": "C6H8CoLiO6",
  "method": "ωB97M-V with the def2-TZVPD basis set",
  "elements": ["Co", "O", "O", "C", "C", "O", "C", "H", "H", "H", "H", "Li", "O", "O", "C", "C", "O", "C", "H", "H", "H", "H"],
  "positions_angstrom": [[0.13566, 2.38050, -0.11272], [-1.73275, 2.04083, 0.42505], [-1.83046, -0.09410, -0.17154], [2.30197, 0.70528, -1.12133], [1.35935, 1.74937, -1.67649], [-2.06687, 0.50398, 2.03329], [-1.92613, 0.90166, 0.88667], [2.82293, 0.10237, -1.87722], [3.05391, 1.14003, -0.44883], [0.80035, 1.32993, -2.52938], [1.99874, 2.54924, -2.08683], [-0.31011, 0.21279, 2.87206], [0.89611, 1.04777, 1.25028], [1.62922, -0.35961, -0.34396], [-1.97326, -1.40715, 0.08167], [-0.71594, -2.19137, 0.23991], [0.35465, -1.08060, 1.30883], [1.00518, -0.10434, 0.75624], [-2.87594, -1.84409, -0.35616], [-0.87660, -3.26897, 0.35765], [-0.09159, -2.15803, -0.65857], [-1.95844, -2.15547, 1.17136]],
  "forces_ev_per_angstrom": [[-1.340, -0.299, 0.729], [1.742, 2.016, -1.006], [0.169, 2.315, 1.007], [0.104, -0.210, 1.877], [1.565, -1.215, -1.844], [0.344, 0.636, -0.724], [-0.255, -3.652, 0.464], [-0.222, 0.494, -0.276], [-0.103, -0.102, -0.252], [-0.799, 0.348, 0.636], [-0.517, 0.427, 0.509], [-0.441, -0.147, 0.114], [0.093, 1.406, -0.009], [0.206, 0.042, -0.567], [0.909, -4.153, 3.452], [0.089, 0.430, -5.615], [-0.410, -0.360, 0.128], [-1.326, -2.073, -0.807], [0.431, -0.490, 0.029], [0.206, 0.166, 1.123], [1.369, 0.763, 0.868], [-1.812, 3.658, 0.164]],
  "homo_lumo_gap_ev": [9.212, 5.633],
  "energy_ha": -2074.381724,
  "multiplicity": 5,
  "charge": 2
}

***

{
  "formula": "C58H43N5O7S4Ti",
  "method": "ωB97M-V with the def2-TZVPD basis set",
  "elements": ["Ti", "O", "S", "O", "N", "C", "C", "C", "C", "C", "C", "C", "C", "N", "C", "C", "C", "C", "C", "C", "C", "H", "H", "H", "H", "H", "H", "H", "H", "H", "H", "H", "C", "C", "C", "C", "C", "C", "C", "S", "O", "C", "C", "C", "C", "C", "C", "C", "C", "C", "C", "C", "C", "C", "C", "C", "C", "C", "C", "C", "C", "S", "O", "C", "C", "C", "C", "C", "C", "C", "H", "H", "H", "H", "H", "H", "H", "H", "H", "H", "H", "H", "H", "H", "H", "H", "H", "H", "H", "H", "H", "H", "H", "H", "H", "H", "O", "S", "O", "O", "C", "N", "C", "C", "C", "N", "C", "C", "C", "N", "C", "C", "H", "H", "H", "H", "H", "H"],
  "positions_angstrom": [[-5.88193, -21.77127, 9.81877], [-5.66293, -23.71552, 8.90765], [-5.75947, -23.26540, 7.47215], [-4.60246, -23.47734, 6.66270], [-6.13616, -21.67144, 7.76848], [-5.21417, -20.69523, 7.24104], [-5.55471, -19.95016, 6.13892], [-4.62522, -18.99856, 5.68758], [-3.42302, -18.75978, 6.41554], [-3.19259, -19.39628, 7.68687], [-1.97020, -19.31422, 8.39288], [-1.85828, -19.93924, 9.61291], [-2.92405, -20.64065, 10.13317], [-4.04970, -20.91072, 9.39753], [-4.16604, -20.35466, 8.14967], [-7.20792, -24.00257, 6.80345], [-8.24697, -23.29226, 6.25802], [-9.40386, -23.97417, 5.90512], [-9.51917, -25.35237, 5.96302], [-8.39562, -26.08153, 6.36744], [-7.22367, -25.41715, 6.77126], [-6.38564, -20.28727, 5.51835], [-4.80575, -18.45669, 4.76003], [-2.58919, -18.13125, 6.07061], [-1.13973, -18.75353, 7.99659], [-0.95205, -19.78267, 10.26614], [-2.88781, -20.92703, 11.17549], [-8.14736, -22.26050, 6.02334], [-10.28920, -23.37909, 5.60017], [-10.50153, -25.83374, 5.78859], [-8.40050, -27.19431, 6.33058], [-6.33199, -25.96757, 7.10913], [-12.12814, -24.01193, 18.71362], [-11.52260, -23.59448, 17.40743], [-12.16296, -23.89487, 16.18177], [-11.69118, -23.39468, 14.99257], [-10.59120, -22.53968, 15.03950], [-9.80513, -22.42759, 16.15624], [-10.28014, -22.93825, 17.34504], [-10.24770, -21.61168, 13.60448], [-8.74369, -21.71327, 13.42391], [-10.39539, -19.83795, 14.20494], [-10.95856, -19.53293, 15.44612], [-11.12557, -18.22011, 15.89871], [-10.71421, -17.16807, 15.05968], [-10.82713, -15.80453, 15.48050], [-10.68504, -14.77049, 14.59450], [-10.29396, -15.05282, 13.28588], [-10.12379, -16.35791, 12.84760], [-10.25336, -17.46160, 13.74149], [-10.03447, -18.81554, 13.31812], [-9.64926, -19.06460, 11.88581], [-10.71152, -19.15822, 10.95838], [-12.10624, -19.07780, 11.31719], [-13.10064, -19.14542, 10.41089], [-12.81655, -19.16814, 8.99717], [-11.46078, -19.29436, 8.62650], [-10.45706, -19.17397, 9.56591], [-9.12804, -18.92797, 9.10036], [-8.09307, -18.75056, 10.02806], [-8.33296, -18.98469, 11.38640], [-6.93810, -19.63938, 12.40587], [-6.08153, -20.53475, 11.29818], [-5.88283, -18.22562, 12.68844], [-6.31027, -16.90717, 12.65822], [-5.45218, -15.88472, 13.05160], [-4.07408, -16.17777, 13.30007], [-3.11010, -15.16941, 13.92656], [-3.64233, -17.50733, 13.21341], [-4.56972, -18.54772, 13.01715], [-13.11143, -23.54072, 18.84278], [-11.54845, -23.78572, 19.59571], [-12.37116, -25.07954, 18.76621], [-13.01550, -24.59126, 16.20675], [-12.14631, -23.63283, 14.04217], [-8.86056, -21.91718, 16.06443], [-9.62297, -22.83870, 18.20672], [-11.21358, -20.35197, 16.12767], [-11.59660, -17.99368, 16.84151], [-11.05733, -15.64105, 16.51592], [-10.97769, -13.80374, 14.95108], [-10.00571, -14.25148, 12.58450], [-10.01441, -16.51347, 11.77328], [-12.39754, -18.99542, 12.35906], [-14.10657, -19.15264, 10.74375], [-13.63890, -19.28338, 8.22634], [-11.18317, -19.35174, 7.54498], [-8.92555, -19.06084, 8.03061], [-7.05304, -18.63136, 9.73683], [-7.32496, -16.67951, 12.35543], [-5.77293, -14.89650, 13.19486], [-2.39136, -14.61930, 13.23826], [-2.39843, -15.65551, 14.65041], [-3.61320, -14.36704, 14.50315], [-2.56003, -17.67817, 13.26637], [-4.29855, -19.58824, 12.98355], [-14.19619, -26.36731, 9.36544], [-13.28051, -27.14898, 8.53784], [-12.76472, -26.24263, 7.47415], [-13.67152, -28.46602, 8.13345], [-11.99613, -27.05086, 9.87473], [-11.94098, -28.02410, 10.78141], [-11.07527, -27.76929, 11.76406], [-10.22693, -26.66431, 11.85756], [-10.37638, -25.76516, 10.84184], [-11.31450, -25.92696, 9.90736], [-9.48081, -24.61240, 10.64259], [-9.59267, -23.76201, 9.53609], [-8.75368, -22.66190, 9.41221], [-7.72554, -22.55827, 10.27400], [-7.54521, -23.35323, 11.35271], [-8.36932, -24.44878, 11.52708], [-11.02475, -28.59795, 12.49274], [-9.54132, -26.63755, 12.70855], [-10.31052, -23.98405, 8.79063], [-8.86972, -21.89705, 8.57905], [-6.82241, -23.07590, 12.14806], [-8.10390, -25.09852, 12.33954]],
  "forces_ev_per_angstrom": [[0.980, -0.030, -0.757], [0.059, -0.574, -1.029], [-0.147, 2.134, 1.810], [-0.095, -0.218, -0.234], [0.570, -1.062, -0.859], [-1.287, -0.251, 2.007], [1.291, -0.254, -0.640], [1.597, 0.693, 0.715], [-0.936, -0.582, 0.291], [-0.704, -0.868, -1.388], [0.025, 0.246, 0.131], [1.079, 0.665, 0.873], [-0.752, -0.077, -0.416], [0.112, -0.330, 0.443], [1.304, 1.481, -1.582], [0.679, -1.700, -0.365], [-0.290, -0.447, -0.206], [-1.181, 0.703, -0.443], [-0.214, -0.279, 0.611], [0.741, -0.591, -0.157], [-0.471, 0.138, 0.354], [0.078, 0.339, 0.268], [0.104, -0.153, 0.190], [-0.759, -0.100, -0.164], [0.032, 0.197, -0.128], [-1.039, -0.314, -0.925], [-0.281, -0.425, -0.092], [-0.050, 0.838, 0.378], [0.718, -0.468, 0.043], [0.797, 0.250, 0.019], [-0.071, 1.023, 0.182], [-0.598, 0.205, -0.149], [-0.937, -0.441, 0.035], [0.520, -0.055, -0.547], [-0.263, -0.743, 1.161], [0.100, 0.564, 0.109], [-0.672, -0.241, -0.517], [-0.092, 0.171, 0.145], [0.043, -0.361, 0.391], [1.915, 1.159, -0.519], [-0.701, -0.065, -0.269], [-0.129, -0.046, -0.723], [-0.348, 0.522, 1.484], [0.642, -1.227, -1.083], [0.243, 0.312, -0.048], [-0.187, -0.621, -0.709], [-0.123, -0.761, 1.104], [0.706, -0.420, -1.417], [-0.114, 0.768, 0.146], [-0.167, 0.051, -0.306], [-0.410, -0.916, 0.632], [0.727, 0.174, 0.107], [-1.212, 0.986, -0.384], [0.944, -0.425, 1.006], [0.382, 0.361, -1.991], [0.997, -1.505, -0.348], [-3.187, 0.581, -1.605], [2.256, 0.254, 0.298], [0.777, -0.526, 1.083], [-0.337, -1.117, -1.068], [-0.768, -0.305, 1.105], [0.368, -0.792, -2.410], [-1.350, 2.715, 3.249], [0.466, -0.134, -0.209], [-0.306, 0.330, 0.060], [2.088, -1.760, 0.060], [-0.754, 0.075, 0.798], [1.308, 0.814, 0.045], [-0.383, -0.266, -0.314], [0.503, 0.920, -0.584], [0.221, 0.161, -0.059], [0.403, 0.230, 0.030], [0.277, 0.024, -0.258], [0.326, 0.519, -0.102], [-0.245, 0.105, -0.027], [0.141, 0.206, 0.186], [-0.453, -0.038, 0.154], [-0.126, 0.362, -0.379], [0.103, -0.118, 0.228], [-0.354, 0.209, 0.261], [0.420, 0.627, -0.151], [-0.727, -0.340, 0.358], [0.490, -0.117, 0.340], [0.221, -0.110, 0.017], [-0.809, 0.120, 0.209], [1.145, 0.356, 1.129], [-0.292, 0.060, 1.069], [0.038, 0.609, 0.416], [-0.147, -0.035, -0.323], [-0.077, 0.035, 0.130], [-0.605, 1.175, -0.069], [-1.124, -0.762, 0.288], [-0.911, 0.158, -0.641], [-0.018, -0.546, -0.419], [-0.555, -0.296, 0.342], [0.398, -0.144, 0.099], [-0.967, -0.760, 0.270], [0.552, 4.137, -0.499], [0.097, -1.875, 0.581], [0.415, -0.458, 0.320], [-0.754, -0.766, -0.969], [0.825, 0.495, 0.430], [-0.263, -1.405, 0.422], [-0.392, -1.365, 0.963], [-0.480, 0.452, -0.947], [0.816, 0.282, -0.371], [1.909, 0.053, 0.653], [0.092, 0.392, 0.740], [0.277, -0.725, 0.116], [-0.822, 1.046, 0.698], [-1.167, -0.295, -0.596], [-0.594, 0.884, -0.735], [0.125, 0.675, -0.106], [-0.138, 0.272, -0.535], [-0.924, -0.071, -0.429], [0.481, -1.195, 1.236], [-0.184, -0.151, -1.028], [-0.479, -0.291, 0.211]],
  "homo_lumo_gap_ev": [4.438, 5.877],
  "energy_ha": -5478.560450,
  "multiplicity": 3,
  "charge": 0
}

***

{
  "formula": "C5H9Cl",
  "method": "ωB97M-V with the def2-TZVPD basis set",
  "elements": ["C", "C", "C", "C", "C", "H", "H", "H", "H", "H", "H", "H", "H", "H", "Cl"],
  "positions_angstrom": [[-2.05462, 1.66706, -0.39047], [-1.52673, 0.42609, 0.21481], [-0.13116, 0.57718, 0.96204], [0.29948, -0.69555, 0.40822], [-0.75593, -0.61818, -0.64926], [-2.01283, 2.45526, 0.33198], [-1.46298, 2.07584, -1.19276], [-3.14748, 1.58134, -0.71388], [-2.26781, -0.06251, 0.88464], [0.39602, 1.48222, 0.53890], [-0.11186, 0.66279, 2.08330], [0.27442, -1.53871, 1.09475], [-1.22209, -1.53690, -0.89542], [-0.37710, -0.14069, -1.53797], [2.05562, -0.77166, -0.22739]],
  "forces_ev_per_angstrom": [[-2.068, 0.464, -0.594], [1.201, -1.251, 1.194], [-0.665, 3.002, 1.744], [2.224, -1.395, -0.827], [-0.564, 0.250, -0.164], [-0.270, 0.531, 0.765], [0.273, -0.298, -0.643], [1.485, 0.070, 0.217], [0.434, 0.290, -0.456], [-0.360, -1.075, 0.355], [-0.115, 0.053, -1.020], [-0.297, 0.036, -0.124], [-0.617, -0.848, -0.406], [0.176, 0.119, -0.367], [-0.837, 0.052, 0.325]],
  "homo_lumo_gap_ev": 11.508,
  "energy_ha": -656.071846,
  "smiles": "C[C@H]1C[C@@H](Cl)C1",
  "charge": 0
}